Computed, not measured: an isolated molecule of C19H27N3O3, with wB97M-V/def2-TZVPD.

Structure (XYZ):
```
52
C19H27N3O3 (wB97M-V/def2-TZVPD)
H 2.9924 0.4044 0.3347
H -2.3988 2.1757 3.5451
C -3.5422 1.1547 -0.5652
C -0.7880 0.2202 1.5567
H -2.5372 -2.6066 -0.9799
H 4.2834 0.0265 -4.2658
H -4.3918 -1.6308 -2.2966
N 3.2948 0.5124 -1.7040
C -3.8473 -1.0234 -1.5893
O 0.2399 -3.3625 -0.9831
H 2.4013 -2.7226 -1.7154
C 0.2202 0.5304 2.5512
C -1.7692 2.5585 1.5234
C 1.6036 1.8836 -0.4032
H 3.5972 -1.8307 -0.7397
C -2.8265 -1.5749 -0.8561
H 4.8195 1.6888 -4.4981
H -2.0852 3.1559 0.6639
C 2.5826 -1.8093 -1.1443
H -5.0161 0.7187 -2.0316
C 4.5963 0.9309 -3.7514
N -1.6712 1.1855 1.0958
C -2.4987 0.6098 0.1836
C -4.2025 0.3246 -1.4404
O 1.1970 -0.4097 2.6394
H -3.8289 2.1903 -0.4636
H 3.8464 2.3910 -2.3831
H 1.7325 -1.1768 0.6987
C -2.7630 2.7111 2.6725
H -2.8729 3.7607 2.9301
H 0.1685 -2.3686 2.0204
H 2.7398 -0.9088 -3.0775
C -2.1419 -0.7548 0.0472
H -0.7865 2.9023 1.8468
H 3.7511 1.8823 -0.2409
H 5.4996 0.7110 -3.1895
C -1.0612 -0.9929 0.9338
C 0.5065 -2.5762 -0.1010
C 2.4354 -0.5972 -2.0780
C -0.4117 -2.3222 1.1007
N 1.6240 -1.8262 -0.0649
H 2.5867 1.6306 -3.3710
C 2.9556 1.1609 -0.4528
H 1.3698 -0.3179 -2.1314
H -3.7348 2.3110 2.3917
H 1.4688 2.3378 0.5754
C 3.5125 1.4400 -2.8043
H 1.8081 -0.1540 3.3481
H -1.1745 -3.1019 1.1061
H 0.7832 1.1912 -0.5772
H 1.5603 2.6680 -1.1551
O 0.2604 1.5122 3.2592
```

For the total energy, the calculation gives -30755.5313 eV. The SMILES is CCN(CC)CCNC(=O)Cc1c(C(=O)O)n(CC)c2ccccc12. Its frontier orbital gap is 8.220 eV.